Entry 1:
Molecular formula: C3CsNaO6
Method: DFT, wB97M-V/def2-TZVPD

XYZ file:
```
11
Properties=species:S:1:pos:R:3:forces:R:3:lowdin_charge:R:1
O 2.652 1.139 1.015 0.6 -0.1 0.5 -0.18
C 1.892 0.600 0.211 -0.4 0.4 -0.5 -0.28
O 2.629 -0.468 -0.454 0.4 0.0 1.0 -0.18
C 2.311 -0.866 -1.760 -0.4 1.4 -1.7 -0.82
O 1.297 -0.356 -2.288 -0.1 -0.3 0.4 -0.13
O 3.202 -1.531 -2.298 0.3 -0.7 0.4 -0.05
Na 4.549 -0.164 0.688 -0.8 0.1 -0.4 0.72
C -2.342 -0.461 0.871 -0.6 1.7 -1.5 -0.57
O -2.671 -0.792 -0.283 0.2 -0.7 0.4 -0.20
O -2.219 0.698 1.302 0.3 -0.5 0.7 -0.20
Cs -1.188 1.836 -1.707 0.5 -1.2 0.8 0.88
```
Positions in Å, forces in eV/Å.

Its multiplicity is 2. Its total energy is -20361.0541 eV. The max |F| is 2.34 eV Å⁻¹. Its HOMO energy (alpha / beta) is -2.47 / -3.55 eV. The calculation puts the HOMO-LUMO gap (alpha / beta) at 3.8 / 4.9 eV. Its net charge is -1.

=====

Entry 2:
Molecular formula: C3EuO2
Method: DFT, wB97M-V/def2-TZVPD

XYZ file:
```
6
Properties=species:S:1:pos:R:3:forces:R:3:lowdin_charge:R:1
C -1.788 0.621 -0.010 0.2 0.7 0.1 -0.09
C -1.595 -0.702 0.013 0.2 -0.8 0.0 -0.25
O -0.178 -1.029 0.037 0.4 -1.0 -0.1 -0.27
C 0.567 0.056 0.026 -0.1 0.6 0.1 -0.65
O -0.146 1.108 0.036 1.0 0.4 -0.2 -0.25
Eu 3.139 -0.054 -0.102 -1.8 0.1 0.1 1.51
```
Positions in Å, forces in eV/Å.

Its multiplicity is 8. Its total energy is -26524.0957 eV. The max |F| is 1.76 eV Å⁻¹. Its HOMO energy (alpha / beta) is -6.07 / -5.53 eV. The calculation puts the HOMO-LUMO gap (alpha / beta) at 3.0 / 2.8 eV. Its net charge is 0.

=====

Entry 3:
Molecular formula: C3F4
Method: DFT, wB97M-V/def2-TZVPD

XYZ file:
```
7
Properties=species:S:1:pos:R:3:forces:R:3:lowdin_charge:R:1
F 2.857 0.129 -0.202 0.6 0.3 -0.4 0.15
C 1.599 0.172 -0.269 -8.1 -2.3 4.2 -0.04
C 0.406 -0.113 0.253 9.0 1.3 -3.3 0.16
C -1.032 -0.079 0.201 0.8 0.3 -4.2 -0.75
F -1.663 -0.903 0.922 -1.1 -2.3 2.0 0.23
F -1.434 1.116 0.467 -1.2 2.3 0.4 0.19
F -1.401 -0.362 -1.145 0.1 0.4 1.3 0.06
```
Positions in Å, forces in eV/Å.

Its total energy is -13977.0487 eV. Its energy above the lowest of the compared OMol25 structures with the same formula, charge and spin is 72.5 kJ/mol. The max |F| is 9.64 eV Å⁻¹. Its HOMO energy is -10.83 eV. The calculation puts the HOMO-LUMO gap at 10.3 eV. Its SMILES is FC#CC(F)(F)F. Its net charge is 0.

=====

Entry 4:
Molecular formula: C3F5I
Method: DFT, wB97M-V/def2-TZVPD

XYZ file:
```
9
Properties=species:S:1:pos:R:3:forces:R:3:lowdin_charge:R:1
C 0.124 -0.335 0.525 1.0 2.0 0.8 -0.49
C -0.325 -1.304 -0.546 -1.8 0.9 -2.5 -0.11
C 0.433 1.319 0.350 -0.1 -3.9 -0.3 -0.70
F 1.259 -0.799 1.066 0.8 -0.4 -0.2 0.09
F -0.813 -0.415 1.494 -0.1 0.2 -0.2 0.10
F 0.197 -1.231 -1.814 -0.5 0.0 2.2 0.06
F -1.693 -1.295 -0.650 1.9 -0.2 -0.1 0.08
F -0.592 1.924 0.827 -1.2 1.5 0.3 0.02
I 1.412 2.136 -1.252 0.0 0.0 -0.1 0.95
```
Positions in Å, forces in eV/Å.

Its total energy is -24794.4833 eV. Its energy above the lowest of the compared OMol25 structures with the same formula, charge and spin is 200.0 kJ/mol. The max |F| is 3.87 eV Å⁻¹. Its HOMO energy (alpha / beta) is -10.09 / -8.99 eV. The calculation puts the HOMO-LUMO gap (alpha / beta) at 9.1 / 7.8 eV. Its net charge is 0.

=====

Entry 5:
Molecular formula: C3F6S
Method: DFT, wB97M-V/def2-TZVPD

XYZ file:
```
10
Properties=species:S:1:pos:R:3:forces:R:3:lowdin_charge:R:1
F -1.340 1.439 0.142 0.7 2.0 0.4 0.19
C -1.653 0.214 0.021 -1.5 -0.5 -0.7 -0.44
F -2.863 0.112 -0.511 0.2 -0.5 0.0 0.16
C -0.874 -0.785 0.314 3.4 -0.9 2.7 -0.28
F -1.213 -2.068 0.251 0.2 0.6 -0.1 0.06
S 0.929 -0.383 1.444 -2.6 -0.3 -2.7 0.97
C 1.818 0.244 -0.074 0.1 0.4 1.8 -0.98
F 1.530 -0.503 -1.082 -0.2 -1.2 -1.8 0.13
F 1.483 1.495 -0.377 -0.1 0.4 0.1 0.10
F 3.150 0.226 0.112 -0.2 -0.1 0.3 0.09
```
Positions in Å, forces in eV/Å.

Its total energy is -30248.7066 eV. Its energy above the lowest of the compared OMol25 structures with the same formula, charge and spin is 23.1 kJ/mol. The max |F| is 4.47 eV Å⁻¹. Its HOMO energy is -10.37 eV. The calculation puts the HOMO-LUMO gap at 9.8 eV. Its SMILES is FC(F)=C(F)SC(F)(F)F. Its net charge is 0.

=====

Entry 6:
Molecular formula: C3FO3
Method: DFT, wB97M-V/def2-TZVPD

XYZ file:
```
7
Properties=species:S:1:pos:R:3:forces:R:3:lowdin_charge:R:1
C 1.634 -0.352 -0.677 -1.6 -2.6 3.7 -0.05
C -1.972 -0.369 0.481 -0.3 1.3 -0.5 -0.09
C 0.184 0.288 -0.252 2.8 2.1 -1.8 -0.62
O 1.862 -1.037 0.315 1.4 0.7 -2.6 -0.02
O 0.526 1.398 0.128 -0.5 2.5 -0.1 -0.02
O -0.654 -0.438 0.417 -2.1 -3.1 0.5 -0.05
F -2.325 0.793 -0.295 0.3 -1.0 0.8 -0.15
```
Positions in Å, forces in eV/Å.

Its multiplicity is 3. Its total energy is -11965.6399 eV. The max |F| is 4.80 eV Å⁻¹. Its HOMO energy (alpha / beta) is -1.27 / -5.22 eV. The calculation puts the HOMO-LUMO gap (alpha / beta) at 5.7 / 8.6 eV. Its net charge is -1.

=====

Entry 7:
Molecular formula: C3GdO
Method: DFT, wB97M-V/def2-TZVPD

XYZ file:
```
5
Properties=species:S:1:pos:R:3:forces:R:3:lowdin_charge:R:1
C 1.141 -0.051 0.205 -1.0 0.7 0.3 0.27
C 0.086 -0.862 -0.521 -1.4 0.2 0.0 0.06
O 1.357 -1.165 -0.623 -0.4 0.9 0.6 0.34
C -0.303 0.266 0.173 2.5 -1.6 -1.0 -0.06
Gd -2.281 1.813 0.766 0.3 -0.2 0.0 2.39
```
Positions in Å, forces in eV/Å.

Its multiplicity is 8. Its total energy is -25946.8394 eV. The max |F| is 3.14 eV Å⁻¹. Its HOMO energy (alpha / beta) is -26.22 / -25.54 eV. The calculation puts the HOMO-LUMO gap (alpha / beta) at 9.6 / 5.2 eV. Its net charge is +3.

=====

Entry 8:
Molecular formula: C3H10B3ClO5P
Method: DFT, wB97M-V/def2-TZVPD

XYZ file:
```
23
Properties=species:S:1:pos:R:3:forces:R:3:lowdin_charge:R:1
C -0.083 3.098 1.223 0.3 -0.8 -1.4 -0.09
C -0.453 1.742 0.321 0.6 1.3 1.5 -0.38
O -1.609 2.096 -0.516 -0.3 -1.4 0.8 -0.13
C -0.711 0.517 1.381 -0.7 -0.4 -0.3 -0.03
B 0.302 -0.788 1.135 2.1 -1.3 -0.1 -0.38
O 0.122 -2.108 1.832 -0.7 1.4 -4.2 0.09
B -0.083 -3.061 0.685 2.6 0.9 -0.5 -0.22
O 0.860 -3.129 -0.488 -7.0 3.3 2.6 -0.18
B 0.962 -1.705 -0.912 4.3 -2.4 3.5 -0.78
P 0.492 -1.003 -2.629 2.7 0.3 -4.1 0.78
O 1.650 -1.025 -3.706 -2.9 0.3 2.7 -0.53
O 1.447 -0.761 0.157 -5.4 -0.6 0.2 0.03
H -0.978 3.385 1.921 1.8 -0.6 -1.3 0.08
H 0.123 3.955 0.426 -0.4 -1.6 1.9 0.09
H 0.909 2.820 1.802 -2.1 0.8 -1.0 0.09
H 0.461 1.591 -0.398 -1.8 -0.2 1.5 0.14
H -2.365 1.444 -0.425 1.7 1.0 0.1 0.10
H -0.711 0.863 2.524 0.1 -0.6 -2.6 0.13
H -1.815 0.100 1.201 2.2 0.8 0.4 0.13
H -1.065 -3.736 0.741 0.3 -0.3 0.1 0.09
H -0.623 -1.750 -3.203 0.3 0.6 0.8 0.00
H 0.010 0.364 -2.392 0.0 -1.1 0.0 0.01
Cl 3.156 -2.908 -0.679 2.5 0.5 -0.9 -0.01
```
Positions in Å, forces in eV/Å.

Its total energy is -37354.9967 eV. Its energy above the lowest of the compared OMol25 structures with the same formula, charge and spin is 524.3 kJ/mol. The max |F| is 8.14 eV Å⁻¹. Its HOMO energy is -3.76 eV. The calculation puts the HOMO-LUMO gap at 6.2 eV. Its net charge is -1.